C4H9NO | ωB97M-V with the def2-TZVPD basis set

```
15
C4H9NO (ωB97M-V with the def2-TZVPD basis set)
C -0.899 -0.039 1.046
C -0.113 -0.456 -0.211
C -0.885 -0.483 -1.531
N 0.998 0.500 -0.305
C 1.866 0.556 0.753
O 2.266 -0.429 1.336
H -1.490 0.863 0.838
H -0.145 0.187 1.809
H -1.547 -0.800 1.485
H 0.330 -1.444 -0.050
H -0.192 -0.680 -2.358
H -1.392 0.470 -1.735
H -1.645 -1.272 -1.535
H 0.877 1.327 -0.866
H 2.130 1.575 1.092
```

The value obtained for the max |F| is 0.5 eV Å⁻¹. For the HOMO energy, the calculation gives -9.64 eV. The structure (SMILES) is CC(C)NC=O. The value obtained for the HOMO-LUMO gap is 10.602 eV. Its total energy is -287.8029 Ha.

Löwdin atomic charge list, values in e, 6 entries: atom 1 (C): -0.053, atom 2 (C): -0.417, atom 3 (C): -0.066, atom 4 (N): 0.025, atom 5 (C): -0.378, atom 6 (O): 0.031

***

C5H18NO2 | ωB97M-V with the def2-TZVPD basis set

```
26
C5H18NO2 (ωB97M-V with the def2-TZVPD basis set)
C 0.904 1.831 1.287
C 0.273 0.840 0.136
C -1.166 0.408 0.461
C -1.905 -0.212 -0.681
C -3.347 -0.375 -0.169
N 1.366 -0.229 -0.191
H 1.921 1.534 1.546
H 0.759 2.825 1.009
H 0.272 1.722 2.103
H 0.053 1.339 -0.834
H -1.885 1.300 0.815
H -1.043 -0.315 1.365
H -1.617 -1.245 -0.755
H -1.922 0.147 -1.705
H -3.959 -0.993 -0.716
H -3.730 0.585 -0.028
H -3.359 -0.724 0.846
H 2.467 0.060 0.114
H 1.210 -1.134 0.219
H 1.507 -0.464 -1.222
H 4.646 1.943 -1.846
H 4.594 0.590 -1.290
O 4.012 1.209 -1.617
H -0.159 -3.716 1.116
H 0.120 -3.823 -0.345
O -0.012 -3.102 0.381
```

The total charge is +1. The value obtained for the max |F| is 4.1 eV Å⁻¹. For the HOMO energy, the calculation gives -14.54 eV. The value obtained for the HOMO-LUMO gap is 11.266 eV. Its total energy is -406.2346 Ha.

Löwdin atomic charge list, values in e, 6 entries: atom 1 (C): 0.012, atom 2 (C): -0.266, atom 3 (C): -0.218, atom 4 (C): -0.268, atom 5 (C): -0.091, atom 6 (N): 0.178

***

C49H51FeN4O4STe | ωB97M-V with the def2-TZVPD basis set

```
111
C49H51FeN4O4STe (ωB97M-V with the def2-TZVPD basis set)
Fe 0.440 -1.004 0.825
C 1.216 4.131 4.568
C 0.921 3.854 3.060
N -0.025 2.768 2.839
C -1.449 2.955 2.952
C -1.888 2.639 4.424
C 0.583 1.530 2.727
S -0.579 0.230 2.537
N 1.876 1.487 2.880
C 2.573 0.351 2.562
O 2.099 -0.609 1.902
C 3.954 0.192 3.041
C 4.528 1.102 3.866
C 5.672 0.874 4.612
C 6.344 -0.315 4.420
C 5.819 -1.211 3.548
C 4.594 -1.029 2.877
H 1.789 5.053 4.652
H 1.797 3.303 4.951
H 0.258 4.195 5.144
H 1.866 3.604 2.519
H 0.511 4.730 2.568
H -1.954 2.252 2.345
H -1.703 3.958 2.673
H -1.316 1.743 4.708
H -2.953 2.387 4.409
H -1.668 3.431 5.090
H 3.957 1.994 4.053
H 6.081 1.700 5.233
H 7.219 -0.586 4.994
H 6.337 -2.154 3.383
H 4.200 -1.811 2.303
C -3.490 -5.352 -0.772
O -3.323 -4.405 0.294
C -3.736 -3.121 0.099
C -4.611 -2.719 -0.927
C -5.060 -1.387 -1.012
C -4.557 -0.444 -0.173
C -3.648 -0.882 0.774
C -3.246 -2.159 1.011
N -2.476 -2.500 2.168
C -1.422 -3.474 2.312
C -0.719 -4.226 1.375
C -0.327 -5.596 1.537
C 0.266 -6.245 0.451
C 0.473 -5.592 -0.782
C 0.098 -4.342 -0.985
C -0.359 -3.610 0.153
O -0.637 -2.313 -0.029
H -2.896 -6.195 -0.467
H -3.075 -4.949 -1.682
H -4.563 -5.630 -0.915
H -5.032 -3.486 -1.579
H -5.756 -1.085 -1.854
H -4.810 0.630 -0.164
H -3.266 -0.103 1.448
H -2.497 -1.842 2.923
H -1.380 -3.744 3.410
H -0.316 -6.068 2.497
H 0.592 -7.271 0.599
H 0.901 -6.303 -1.480
H 0.248 -3.840 -1.900
C -5.296 1.935 -4.650
C -4.208 1.854 -3.639
C -3.417 0.717 -3.639
C -2.335 0.482 -2.704
C -1.635 -0.842 -2.659
C -1.981 1.696 -2.045
Te -0.105 1.904 -0.987
N 0.920 0.196 -0.887
C 1.584 -0.198 -2.052
O 1.442 0.304 -3.164
C 2.439 -1.440 -1.837
C 3.374 -1.566 -0.789
C 4.201 -2.642 -0.763
C 4.036 -3.629 -1.725
C 3.045 -3.580 -2.686
C 2.298 -2.426 -2.797
C 1.059 3.078 -2.240
C 0.644 3.527 -3.462
C 1.504 4.175 -4.319
C 2.853 4.261 -4.047
C 3.248 3.875 -2.732
C 2.393 3.339 -1.823
C 2.955 2.947 -0.461
C -2.808 2.831 -1.978
C -2.583 4.020 -1.038
C -3.971 2.864 -2.759
H -5.887 1.072 -4.865
H -4.815 2.263 -5.603
H -6.063 2.630 -4.342
H -3.766 -0.132 -4.241
H -2.504 -1.542 -2.887
H -1.303 -1.104 -1.651
H -0.915 -0.945 -3.541
H 3.410 -0.859 0.059
H 4.915 -2.807 0.026
H 4.601 -4.537 -1.655
H 2.886 -4.449 -3.340
H 1.565 -2.361 -3.584
H -0.316 3.343 -3.719
H 1.116 4.558 -5.267
H 3.580 4.707 -4.716
H 4.283 3.917 -2.441
H 2.938 1.789 -0.335
H 2.418 3.374 0.394
H 3.995 3.266 -0.398
H -3.490 4.445 -0.678
H -1.999 4.772 -1.550
H -2.056 3.817 -0.119
H -4.725 3.611 -2.654
```

The value obtained for the max |F| is 4.4 eV Å⁻¹. For the HOMO energy (spin up / spin down), the calculation gives -5.29 / -7.31 eV. The value obtained for the HOMO-LUMO gap (spin up / spin down) is 5.262 / 7.211 eV. Its total energy is -4347.6016 Ha. The expectation value of S² is 8.79. Its spin multiplicity is 6.

Löwdin atomic charge list, values in e, 6 entries: atom 1 (Fe): 0.605, atom 2 (C): -0.050, atom 3 (C): -0.212, atom 4 (N): -0.149, atom 5 (C): -0.253, atom 6 (C): -0.066

***

Which value of max |F| does entry 3 give?
4.4 eV Å⁻¹

***

Look up the max |F| of the third one.
4.4 eV Å⁻¹